1.
Formula: C35H52BNO15
Source: the Open Molecules 2025 dataset
Level of theory: ωB97M-V/def2-TZVPD

Each line ends with the Löwdin charge.
CARTESIAN COORDINATES (ANGSTROEM)
C (-1.217, 3.893, 2.426)  -0.122
C (-2.295, 2.752, 2.096)  -0.204
C (-2.377, 2.373, 0.513)  -0.167
O (-2.440, 0.950, 0.320)  -0.101
C (-1.163, 0.307, 0.278)  -0.286
C (0.166, 1.078, 0.691)  -0.072
O (0.647, 1.887, -0.428)  -0.198
C (1.927, 1.410, -0.883)  -0.114
O (-0.971, 0.137, -1.180)  0.041
C (-1.497, -1.160, -1.458)  -0.298
O (-2.255, -1.536, -2.357)  0.116
C (-0.759, -2.039, -0.270)  -0.229
C (-1.313, -3.488, -0.652)  -0.098
C (-0.793, -4.731, 0.196)  -0.151
C (-0.753, -6.009, -0.817)  -0.392
C (0.508, -5.999, -1.794)  -0.100
C (-2.140, -6.175, -1.622)  -0.105
O (0.606, -1.752, -0.627)  -0.092
C (1.580, -2.321, 0.256)  -0.139
C (2.597, -3.276, -0.577)  -0.154
O (3.328, -4.148, 0.311)  -0.192
C (4.689, -3.665, 0.502)  -0.249
C (4.756, -2.360, 1.450)  -0.089
C (-1.468, -1.185, 0.928)  -0.103
N (-2.917, -1.336, 0.545)  0.093
C (-3.700, -1.708, 1.534)  -0.252
C (-4.473, -0.548, 2.369)  -0.016
C (-4.051, -3.201, 1.973)  -0.027
B (-1.026, -1.405, 2.463)  -0.334
O (-0.719, -0.284, 3.348)  0.067
C (-0.935, -2.857, 3.237)  -0.152
C (0.539, -3.170, 3.809)  -0.111
H (-0.428, 3.404, 3.109)  0.076
H (-0.717, 4.348, 1.514)  0.078
H (-1.751, 4.664, 3.088)  0.066
H (-2.133, 1.783, 2.696)  0.094
H (-3.326, 3.132, 2.426)  0.102
H (-1.611, 2.928, -0.116)  0.126
H (-3.402, 2.783, 0.181)  0.132
H (0.112, 1.682, 1.651)  0.125
H (1.000, 0.299, 0.860)  0.121
H (2.360, 2.110, -1.682)  0.093
H (1.825, 0.389, -1.379)  0.086
H (2.712, 1.369, -0.038)  0.105
H (-2.458, -3.553, -0.688)  0.122
H (-0.986, -3.672, -1.742)  0.122
H (0.252, -4.660, 0.626)  0.103
H (-1.602, -5.007, 0.959)  0.092
H (-0.672, -6.928, -0.131)  0.128
H (1.466, -6.145, -1.179)  0.084
H (0.404, -6.828, -2.584)  0.087
H (0.566, -5.018, -2.385)  0.070
H (-2.140, -5.613, -2.618)  0.087
H (-2.260, -7.288, -1.886)  0.079
H (-3.059, -5.919, -0.985)  0.079
H (1.188, -2.838, 1.185)  0.107
H (2.246, -1.456, 0.630)  0.109
H (3.360, -2.543, -1.039)  0.128
H (2.096, -3.794, -1.454)  0.109
H (5.214, -3.491, -0.509)  0.125
H (5.331, -4.456, 1.035)  0.123
H (4.139, -2.569, 2.388)  0.082
H (4.397, -1.417, 0.924)  0.063
H (5.838, -2.203, 1.803)  0.083
H (-5.517, -0.923, 2.620)  0.075
H (-4.601, 0.307, 1.610)  0.094
H (-3.872, -0.200, 3.273)  0.089
H (-3.480, -4.005, 1.416)  0.062
H (-5.186, -3.322, 1.854)  0.096
H (-3.866, -3.247, 3.111)  0.096
H (-1.115, -0.519, 4.212)  0.104
H (-1.600, -2.711, 4.174)  0.110
H (-1.408, -3.707, 2.657)  0.068
H (0.535, -3.593, 4.872)  0.082
H (1.202, -2.240, 3.768)  0.079
H (1.035, -3.934, 3.106)  0.073
O (1.131, 1.074, -8.594)  0.111
C (1.530, 1.031, -7.443)  -0.313
C (2.701, 1.787, -6.988)  0.077
C (3.116, 1.699, -5.723)  -0.220
O (4.198, 2.396, -5.284)  0.095
C (2.414, 0.833, -4.733)  -0.295
O (2.833, 0.764, -3.590)  0.085
C (1.229, 0.096, -5.181)  0.090
C (0.812, 0.186, -6.446)  -0.220
O (-0.285, -0.488, -6.877)  0.102
H (3.203, 2.409, -7.717)  0.137
H (4.292, 2.161, -4.341)  0.115
H (0.718, -0.514, -4.448)  0.139
H (-0.376, -0.259, -7.822)  0.116
O (0.980, 10.084, -0.055)  0.113
C (0.518, 9.430, 0.863)  -0.313
C (-0.834, 9.652, 1.384)  0.077
C (-1.297, 8.925, 2.403)  -0.223
O (-2.549, 9.117, 2.896)  0.096
C (-0.464, 7.870, 3.047)  -0.315
O (-0.912, 7.237, 3.989)  0.100
C (0.879, 7.632, 2.511)  0.077
C (1.341, 8.357, 1.490)  -0.223
O (2.583, 8.147, 0.979)  0.097
H (-1.428, 10.422, 0.909)  0.137
H (-2.642, 8.473, 3.624)  0.116
H (1.467, 6.852, 2.976)  0.138
H (2.678, 8.795, 0.255)  0.116

## Properties
* lowest unoccupied orbital energy: -1.553 eV
* structure (SMILES): CCCO[C@]1(COC)OC(=O)[C@@](CCC(C)C)(OCCOCC)[C@@]1(N=C(C)C)B(O)CC.O=C1C=C(O)C(=O)C=C1O.O=C1C=C(O)C(=O)C=C1O
* multiplicity: 1
* total charge: 0
* E_HOMO: -7.6 eV
* E_tot: -2572.73652 Ha

***

2.
Formula: C35H52BrCl3N3O5PdSSi
Source: the Open Molecules 2025 dataset
Level of theory: ωB97M-V/def2-TZVPD

Each line ends with the natural charge from an NBO analysis.
CARTESIAN COORDINATES (ANGSTROEM)
Pd (0.144, 1.522, -0.877)  0.928
O (0.296, 3.591, -1.728)  -0.686
C (1.274, 3.377, -2.466)  0.757
O (1.884, 2.288, -2.613)  -0.744
C (1.834, 4.555, -3.250)  -0.153
N (2.859, 3.974, -4.212)  -0.527
C (4.139, 4.770, -4.121)  -0.223
C (3.757, 6.004, -3.313)  -0.419
C (2.661, 5.496, -2.375)  -0.409
H (1.056, 5.077, -3.801)  0.240
H (2.499, 3.912, -5.160)  0.431
H (2.923, 3.026, -3.832)  0.475
H (4.494, 4.982, -5.125)  0.230
H (4.872, 4.146, -3.616)  0.226
H (3.364, 6.777, -3.976)  0.219
H (4.614, 6.417, -2.786)  0.248
H (2.045, 6.287, -1.956)  0.255
H (3.096, 4.933, -1.546)  0.228
C (2.955, 1.923, 2.259)  -0.281
O (2.301, 1.712, 0.985)  -0.541
C (0.951, 1.845, 1.035)  0.556
O (0.352, 2.129, 2.031)  -0.637
H (4.011, 1.763, 2.069)  0.195
H (2.588, 1.215, 2.999)  0.196
H (2.776, 2.935, 2.616)  0.193
Cl (-2.755, -3.790, 3.495)  0.014
C (-3.152, -2.104, 3.351)  -0.033
C (-2.169, -1.189, 3.010)  -0.183
C (-2.499, 0.155, 2.941)  -0.197
C (-3.794, 0.601, 3.206)  -0.108
C (-4.102, 2.084, 3.105)  0.079
C (-4.613, 2.458, 1.737)  -0.217
N (-3.732, 1.923, 0.712)  -0.333
C (-4.008, 0.827, -0.083)  -0.075
C (-2.885, 0.612, -0.820)  -0.087
N (-1.941, 1.559, -0.469)  -0.545
C (-2.478, 2.311, 0.457)  0.224
O (-2.943, 2.864, 3.312)  -0.548
C (-2.518, 2.920, 4.675)  -0.084
C (-1.223, 3.644, 4.724)  -0.129
C (-0.014, 3.051, 4.925)  -0.219
Cl (0.296, 1.366, 5.086)  0.046
S (1.275, 4.167, 4.999)  0.475
C (0.210, 5.477, 4.717)  -0.420
C (-1.078, 5.063, 4.600)  -0.221
C (-4.749, -0.350, 3.528)  -0.001
Cl (-6.399, 0.134, 3.832)  0.003
C (-4.448, -1.700, 3.608)  -0.256
H (-1.157, -1.523, 2.819)  0.229
H (-1.733, 0.887, 2.711)  0.260
H (-4.892, 2.363, 3.810)  0.207
H (-4.710, 3.538, 1.648)  0.233
H (-5.595, 2.012, 1.583)  0.230
H (-4.960, 0.323, -0.051)  0.235
H (-2.691, -0.143, -1.563)  0.229
H (-1.985, 3.115, 0.981)  0.250
H (-2.405, 1.909, 5.072)  0.199
H (-3.276, 3.438, 5.272)  0.188
H (0.593, 6.484, 4.675)  0.244
H (-1.912, 5.733, 4.435)  0.228
H (-5.210, -2.419, 3.876)  0.249
C (-0.228, -5.399, -2.975)  -0.613
C (-0.136, -3.858, -3.031)  -0.628
C (0.624, -3.457, -4.303)  -0.607
C (-1.561, -3.292, -3.174)  -0.609
Si (0.770, -3.253, -1.479)  2.090
Br (0.230, -1.017, -1.401)  -0.426
C (0.065, -3.882, 0.162)  -0.636
C (0.692, -5.255, 0.488)  -0.612
C (-1.457, -4.049, 0.069)  -0.613
C (0.327, -2.930, 1.343)  -0.615
C (2.659, -3.218, -1.604)  -0.634
C (3.287, -2.910, -0.238)  -0.605
C (3.153, -4.603, -2.074)  -0.612
C (3.186, -2.153, -2.581)  -0.607
H (-0.686, -5.754, -3.905)  0.219
H (-0.855, -5.752, -2.155)  0.214
H (0.744, -5.887, -2.890)  0.216
H (0.029, -3.769, -5.169)  0.214
H (1.595, -3.944, -4.388)  0.210
H (0.771, -2.376, -4.375)  0.215
H (-1.986, -3.690, -4.103)  0.211
H (-1.564, -2.203, -3.251)  0.215
H (-2.226, -3.577, -2.364)  0.218
H (0.535, -5.998, -0.295)  0.216
H (0.222, -5.643, 1.399)  0.219
H (1.763, -5.191, 0.683)  0.212
H (-1.759, -4.823, -0.637)  0.208
H (-1.962, -3.115, -0.201)  0.214
H (-1.828, -4.347, 1.053)  0.224
H (1.380, -2.805, 1.578)  0.218
H (-0.157, -3.360, 2.230)  0.214
H (-0.101, -1.940, 1.178)  0.215
H (3.107, -3.692, 0.500)  0.209
H (2.939, -1.958, 0.173)  0.219
H (4.372, -2.836, -0.372)  0.213
H (2.833, -5.420, -1.423)  0.216
H (4.249, -4.601, -2.072)  0.218
H (2.835, -4.840, -3.091)  0.211
H (2.881, -1.144, -2.297)  0.223
H (2.883, -2.322, -3.611)  0.214
H (4.282, -2.190, -2.552)  0.207

## Properties
* lowest unoccupied orbital energy (alpha / beta): -2.187 / -2.803 eV
* multiplicity: 3
* total charge: +1
* E_HOMO (alpha / beta): -9.7 / -10.5 eV
* E_tot: -6675.35807 Ha